Formula: C61H80I2O5PSSe3Zr
Source: the Open Molecules 2025 dataset
Level of theory: wB97M-V/def2-TZVPD

XYZ file:
```
154
Properties=species:S:1:pos:R:3:forces:R:3:mulliken_charge:R:1
Zr -1.21316 -0.64789 0.65299 -0.75 0.33 0.82 -1.76
C 6.36642 0.75843 2.72178 0.02 0.00 0.01 -1.74
C 5.08113 0.93345 3.54153 -0.02 -0.01 -0.02 1.98
C 5.04405 2.34892 4.13429 -0.01 0.00 0.01 -1.52
C 5.10904 -0.06953 4.69467 0.00 -0.02 0.01 -1.95
C 3.86420 0.72996 2.64256 -0.03 0.01 0.00 0.23
C 2.87750 -0.21020 2.89229 0.02 0.04 0.02 -0.52
C 1.79420 -0.32400 2.04101 0.02 -0.12 0.08 1.32
Se 0.44324 -1.63515 2.47153 0.69 -0.17 0.19 0.34
C 1.14357 -3.01029 1.33800 -0.01 0.01 0.09 -0.01
C 2.06571 -3.87953 1.89080 0.01 -0.06 -0.05 -0.45
C 2.66839 -4.83956 1.09664 0.02 0.00 0.05 -0.41
C 2.27488 -4.86189 -0.23752 -0.02 0.00 -0.03 -0.43
C 1.33924 -4.01646 -0.82500 0.05 0.02 -0.02 -0.32
C 0.73009 -3.02430 -0.00683 -0.03 -0.01 -0.13 0.25
O -0.16827 -2.15325 -0.42689 0.00 -0.08 0.10 0.22
C 1.09909 -4.25220 -2.32765 0.03 0.03 0.05 2.73
C 0.59670 -5.68953 -2.53764 0.00 -0.01 -0.01 -2.00
C 2.42359 -4.05438 -3.08172 0.02 0.01 -0.02 -1.85
C 0.06928 -3.32800 -2.96396 -0.01 0.04 -0.04 -1.62
C 3.70588 -5.83399 1.61171 -0.03 0.01 -0.01 2.18
C 4.00755 -5.61999 3.09488 0.01 -0.01 0.02 -2.07
C 3.18439 -7.26574 1.42707 -0.01 0.00 0.00 -1.66
C 5.01456 -5.66776 0.82777 0.02 0.01 0.00 -1.64
C 1.62108 0.46000 0.88849 -0.10 0.00 -0.04 -0.31
O 0.57307 0.24363 0.09690 0.21 0.02 0.27 0.77
C 2.60503 1.44505 0.64052 0.09 0.03 -0.11 0.48
C 3.68551 1.52641 1.51499 -0.02 0.04 0.01 -0.90
C 2.62265 2.33614 -0.60807 0.03 -0.05 -0.01 2.72
C 3.38559 3.64642 -0.34826 0.03 0.00 -0.08 -2.27
C 1.23279 2.73017 -1.10892 -0.05 0.07 -0.03 -0.95
C 3.34006 1.55444 -1.71823 -0.03 -0.03 -0.04 -1.77
H 7.24636 0.87489 3.36052 0.00 0.01 0.00 0.48
H 6.39880 -0.23359 2.26719 0.00 0.00 0.01 0.34
H 6.43321 1.49586 1.92056 0.00 0.00 0.00 0.29
H 5.89446 2.50842 4.80313 0.00 0.00 -0.01 0.46
H 5.08056 3.10835 3.35134 -0.01 0.00 0.00 0.29
H 4.12375 2.50011 4.70323 0.00 -0.01 0.01 0.21
H 5.99000 0.10993 5.31500 0.00 -0.01 0.00 0.47
H 4.22813 0.02493 5.33281 0.00 0.01 0.00 0.28
H 5.15708 -1.09785 4.33010 0.00 0.00 -0.01 0.29
H 2.92058 -0.85878 3.75778 0.01 -0.01 -0.01 0.52
H 2.29953 -3.78651 2.94328 0.01 0.01 0.00 0.56
H 2.73378 -5.60484 -0.87996 -0.01 0.00 0.01 0.19
H 1.32014 -6.43619 -2.20629 0.00 0.01 0.00 0.32
H -0.33017 -5.84839 -1.98322 0.00 0.00 -0.01 0.36
H 0.39758 -5.86102 -3.59928 0.00 -0.01 0.00 0.51
H 3.19176 -4.76279 -2.76698 0.00 0.01 0.00 0.35
H 2.26383 -4.18632 -4.15551 0.00 -0.01 0.00 0.50
H 2.80911 -3.04618 -2.91329 -0.01 0.00 -0.01 0.27
H -0.90703 -3.46659 -2.51194 -0.05 0.01 0.02 0.04
H 0.33799 -2.27989 -2.85123 0.02 0.03 0.03 -0.31
H -0.00354 -3.56151 -4.03092 0.00 0.01 0.01 0.76
H 3.11870 -5.76947 3.71091 0.00 0.00 -0.01 0.38
H 4.76601 -6.33524 3.42153 0.00 0.00 0.00 0.44
H 4.39011 -4.61475 3.28387 0.00 0.00 0.00 0.31
H 2.24085 -7.40146 1.95869 0.01 0.00 0.00 0.36
H 3.00846 -7.49180 0.37407 0.00 0.00 0.00 0.29
H 3.90753 -7.99007 1.81254 0.00 0.00 -0.01 0.47
H 5.42001 -4.66361 0.96806 0.00 0.00 0.00 0.34
H 5.75934 -6.39253 1.16870 0.00 0.00 0.00 0.46
H 4.86161 -5.81871 -0.24173 0.00 -0.01 0.00 0.30
H 4.44730 2.26360 1.29754 -0.01 0.01 0.03 0.33
H 3.07013 4.11009 0.58868 -0.03 0.02 0.00 0.31
H 4.46738 3.50462 -0.31223 0.00 -0.01 0.02 0.46
H 3.18096 4.34811 -1.16009 0.02 -0.02 -0.01 0.45
H 0.69476 3.31775 -0.36347 0.00 -0.02 0.04 -0.76
H 1.35292 3.33742 -2.01160 -0.05 0.04 0.00 1.01
H 0.62380 1.86826 -1.34899 -0.02 -0.06 -0.07 -0.60
H 4.36060 1.30679 -1.41593 -0.01 0.00 0.00 0.30
H 2.81060 0.62374 -1.92943 -0.03 -0.02 -0.01 0.22
H 3.37853 2.14089 -2.64070 0.00 0.01 -0.01 0.49
O -5.88609 2.36667 2.15862 -0.01 -0.07 -0.07 -0.75
C -5.23826 1.46480 3.06397 -0.01 0.03 -0.01 -0.76
C -5.30197 -0.00428 2.63985 0.01 -0.01 0.04 2.54
C -6.74755 -0.50057 2.82383 0.01 -0.01 0.03 -1.18
O -7.70506 0.21010 2.05182 -0.02 0.01 0.06 -0.59
C -4.43478 -0.81393 3.60919 0.04 -0.14 -0.09 -1.84
Se -2.47605 -0.64568 3.52601 0.10 0.24 -0.17 -0.34
C -4.92367 -0.25683 1.17726 0.02 -0.03 0.00 -1.35
Se -3.51132 0.86482 0.39517 0.05 0.09 -0.11 -0.18
H -5.33923 2.36972 1.35588 0.02 0.04 0.03 0.27
H -5.76171 1.57313 4.01860 0.02 0.02 0.01 0.63
H -4.19880 1.75583 3.20710 0.03 -0.01 -0.03 -0.20
H -6.99746 -0.43459 3.89307 -0.01 -0.02 0.00 0.42
H -6.81790 -1.55145 2.53140 0.01 0.00 -0.02 0.42
H -7.40939 1.13256 2.01533 0.02 0.00 -0.04 0.46
H -4.66022 -1.87621 3.48709 0.01 0.01 -0.03 0.47
H -4.68938 -0.53546 4.63498 -0.03 -0.05 0.01 0.49
H -5.78970 -0.10337 0.53663 -0.02 0.04 0.01 0.50
H -4.60758 -1.29268 1.07261 -0.08 -0.04 0.00 0.28
I -3.16009 -1.98091 -1.77664 -0.40 -0.17 -0.45 -0.01
C -3.47971 -1.76333 -3.86993 0.07 -0.09 0.04 -0.15
C -3.69299 -2.99873 -4.42597 0.03 -0.01 -0.10 -0.43
C -4.14601 -3.15820 -5.74967 0.01 -0.01 0.05 -1.07
C -4.42940 -2.05404 -6.48695 -0.01 0.02 -0.01 -0.82
C -4.21056 -0.75870 -5.95814 0.01 0.01 -0.03 0.91
C -4.55039 0.35436 -6.76063 0.01 0.01 0.01 -0.86
C -4.34696 1.62277 -6.31185 0.02 -0.04 0.02 -1.27
C -3.72872 1.80791 -5.06581 -0.04 0.02 0.02 -0.42
C -3.36485 0.76630 -4.24494 -0.06 0.13 -0.08 1.37
P -2.23280 1.20748 -2.83690 0.09 0.00 0.09 2.26
C -0.81704 1.68239 -3.91227 0.01 -0.03 -0.04 0.11
C 0.12780 0.67528 -4.09818 0.05 0.06 0.07 0.35
C 1.18501 0.84419 -4.98120 0.04 0.00 0.02 -0.40
C 1.32666 2.03963 -5.66915 0.02 0.00 0.01 -0.62
C 0.40579 3.06117 -5.47086 -0.01 0.00 0.01 -0.72
C -0.66373 2.88039 -4.60685 0.03 0.04 0.01 -0.36
C -2.95035 2.80764 -2.30727 -0.03 0.03 -0.02 -0.03
C -2.13875 3.84483 -1.85349 -0.01 -0.06 -0.04 -0.47
C -2.69174 4.98603 -1.28371 0.00 -0.01 0.00 -0.46
C -4.06619 5.10036 -1.14759 0.01 0.00 0.01 -0.81
C -4.88520 4.06811 -1.58742 -0.01 -0.01 0.00 -0.75
C -4.33318 2.93229 -2.15562 0.04 0.08 -0.04 -0.48
C -3.66423 -0.57462 -4.64834 -0.04 -0.08 0.05 -0.01
H -3.54027 -3.88026 -3.81739 0.00 -0.01 -0.01 0.43
H -4.30003 -4.15314 -6.14761 0.01 0.01 0.00 0.40
H -4.82773 -2.13709 -7.49145 0.00 0.00 0.01 0.34
H -4.97762 0.16856 -7.73937 0.00 0.00 0.00 0.34
H -4.61116 2.48096 -6.91675 -0.01 -0.01 0.01 0.43
H -3.50335 2.82021 -4.75805 -0.01 0.00 0.00 0.32
H 0.03722 -0.24359 -3.52962 -0.02 -0.03 -0.03 -0.42
H 1.90405 0.04573 -5.11717 0.00 0.00 0.00 0.48
H 2.15556 2.18105 -6.35163 0.00 0.00 0.00 0.38
H 0.51715 4.00111 -5.99799 0.00 0.00 0.00 0.44
H -1.37908 3.68255 -4.47239 0.00 0.00 0.01 0.17
H -1.06302 3.76308 -1.93901 0.05 -0.01 -0.01 0.09
H -2.04226 5.78284 -0.94054 0.00 -0.01 0.00 0.41
H -4.49843 5.98338 -0.69371 0.00 0.00 -0.01 0.37
H -5.95944 4.14027 -1.47082 0.00 0.00 0.00 0.45
H -4.98144 2.12581 -2.47290 0.00 -0.01 0.01 0.34
C 0.39340 5.53747 1.38331 0.00 0.01 0.02 -1.46
C 0.18254 4.25042 2.17571 0.00 0.00 0.00 0.68
C -1.25645 3.77011 2.06697 0.01 0.01 -0.05 0.10
S -1.66463 2.15523 2.76812 0.10 -0.08 -0.20 0.70
O -0.73464 1.24486 1.95135 -0.02 0.16 0.04 0.11
C -0.89237 2.37407 4.40060 0.04 -0.06 -0.02 -1.67
C 0.58229 1.96849 4.49805 0.00 0.03 0.00 1.35
C 0.80015 0.85321 5.51391 0.01 0.00 0.00 -1.35
H 1.40543 5.92345 1.51486 0.01 -0.01 -0.01 0.41
H -0.30614 6.31195 1.70869 0.01 0.00 0.00 0.49
H 0.23507 5.37790 0.31539 -0.01 -0.01 -0.02 0.08
H 0.43464 4.43440 3.22285 -0.01 -0.02 0.00 0.31
H 0.85502 3.46231 1.82682 0.00 0.01 -0.01 -0.42
H -1.57183 3.67997 1.02192 0.00 0.00 0.05 -1.36
H -1.95066 4.46230 2.55661 0.00 0.03 -0.05 0.87
H -1.51532 1.75407 5.04547 0.03 0.00 0.01 0.63
H -1.05493 3.42438 4.65104 -0.05 0.00 0.02 0.53
H 1.18664 2.84095 4.75960 -0.01 0.00 0.03 0.52
H 0.93085 1.63703 3.51936 0.02 -0.01 -0.02 -0.94
H 0.46665 1.15327 6.51056 0.00 0.01 0.00 0.52
H 1.85721 0.58739 5.57716 -0.01 -0.01 0.00 -0.07
H 0.23603 -0.03872 5.23305 0.00 0.00 0.00 0.20
I -2.57789 -3.30625 1.26949 -0.02 -0.12 -0.12 -0.16
```
Forces are in eV/Å.

Calculated values
energy above the lowest of the compared OMol25 structures with the same formula, charge and spin	24.4	kcal/mol
spin multiplicity	1
charge	-1
E	-308445.507	eV

=====

Formula: CH2NO3S
Source: the Open Molecules 2025 dataset
Level of theory: wB97M-V/def2-TZVPD

XYZ file:
```
8
Properties=species:S:1:pos:R:3:forces:R:3:nbo_charge:R:1
C -0.21945 -0.23259 -1.63000 -0.72 -0.75 2.06 0.78
N 0.06704 -0.34187 1.71421 -1.81 -0.78 0.60 -0.50
O -1.19915 0.08835 -1.02126 -1.21 0.77 0.72 -0.66
O 0.23631 -0.24771 -2.71554 1.49 0.10 -3.01 -0.66
O 0.14130 1.04769 2.07194 -0.93 1.72 -1.45 -0.64
S 1.10453 -0.97470 0.74326 0.94 0.70 0.17 0.30
H -0.67495 1.52258 1.64073 2.09 -1.82 0.94 0.46
H 0.54437 -0.86174 -0.80335 0.16 0.05 -0.03 -0.08
```
Forces are in eV/Å.

Calculated values
energy above the lowest of the compared OMol25 structures with the same formula, charge and spin	81.8	kcal/mol
spin multiplicity	1
charge	-1
E	-19535.355	eV